C42H44F9IMnN6P as an isolated structure at a distorted geometry. Source: the OMol25 dataset; level of theory: ωB97M-V/def2-TZVPD.

Last column: Löwdin charge in e.
Element x y z (Å)
Mn1 -2.24417 0.69720 1.72302  0.70
C1 -4.75720 -2.27138 2.13935  -0.03
N1 -3.48811 -2.76405 2.53053  -0.12
C2 -3.41008 -4.10903 3.14496  -0.03
C3 -2.36956 -2.08478 2.19703  -0.36
N2 -2.43484 -1.19131 1.12416  -0.05
C4 -2.86266 -1.51937 -0.20677  -0.23
C5 -2.48611 -2.69273 -0.77564  -0.08
C6 -3.07340 -3.22637 -1.89673  -0.08
C7 -4.04495 -2.48710 -2.55617  -0.02
C8 -4.41135 -1.19466 -2.05541  -0.14
C9 -5.39171 -0.39327 -2.67746  -0.06
C10 -5.46776 0.92070 -2.41793  -0.09
C11 -4.44861 1.58709 -1.71879  0.01
C12 -3.64529 0.81672 -0.80451  -0.26
N3 -2.75906 1.49338 -0.00641  -0.04
C13 -1.97629 2.53788 -0.48674  -0.33
N4 -1.92114 3.71167 0.16033  -0.13
C14 -0.76656 4.57907 0.29000  -0.02
C15 -2.98566 4.03465 1.04500  -0.07
N5 -1.24422 2.42637 -1.61262  -0.11
C16 -0.98083 3.57300 -2.48025  -0.04
C17 -0.96516 1.12698 -2.23347  -0.02
C18 -3.68747 -0.57927 -0.93541  -0.06
N6 -1.22789 -2.24002 2.85610  -0.11
C19 0.07412 -2.23132 2.15637  -0.02
C20 -1.18078 -2.76311 4.21617  -0.05
H1 -5.22384 -2.91373 1.42217  0.10
H2 -4.54500 -1.26277 1.79126  0.08
H3 -5.38514 -2.01213 3.01399  0.11
H4 -4.15957 -4.76801 2.56655  0.12
H5 -3.84154 -4.04966 4.16615  0.10
H6 -2.40834 -4.58015 3.14046  0.09
H7 -1.77758 -3.31809 -0.24460  0.11
H8 -2.79411 -4.24249 -2.23863  0.12
H9 -4.54102 -2.83402 -3.43923  0.11
H10 -6.08886 -0.93851 -3.33256  0.13
H11 -6.27154 1.42868 -2.92352  0.11
H12 -4.32576 2.66808 -1.75730  0.11
H13 0.02996 4.38429 -0.42739  0.08
H14 -0.35977 4.40769 1.30393  0.09
H15 -1.07074 5.59067 0.21871  0.09
H16 -3.79733 3.29323 0.95366  0.10
H17 -3.44835 5.00237 0.80805  0.10
H18 -2.64284 4.20153 2.10892  0.10
H19 -1.58643 4.45080 -2.36158  0.09
H20 -1.28175 3.19642 -3.53426  0.13
H21 0.12397 3.80167 -2.52591  0.10
H22 -0.81119 0.38095 -1.42798  0.07
H23 -0.10462 1.23630 -2.88501  0.08
H24 -1.86497 0.85820 -2.77088  0.09
H25 0.55450 -3.19082 2.16265  0.09
H26 0.73695 -1.46459 2.58276  0.09
H27 -0.09868 -1.91446 1.13396  0.06
H28 -2.12068 -2.83600 4.76552  0.08
H29 -0.41521 -2.20332 4.80846  0.11
H30 -0.76266 -3.85779 4.12534  0.12
I1 -0.58165 1.90895 3.98476  0.63
C21 -2.68136 1.40805 3.46379  -0.73
H31 -3.22860 2.31304 3.51758  -0.08
H32 -3.15550 0.70124 4.13574  -0.04
F1 4.54559 -5.13625 -4.24227  0.11
C22 3.61422 -5.20615 -3.20570  -0.47
F2 4.09928 -6.16367 -2.31363  0.10
F3 2.50892 -5.86262 -3.67375  0.10
C23 3.24357 -3.89918 -2.57830  -0.08
C24 1.86116 -3.55123 -2.22701  0.02
C25 1.58143 -2.36161 -1.54922  -0.09
C26 2.60545 -1.44149 -1.22624  -0.40
C27 3.93734 -1.82238 -1.44811  -0.07
C28 4.20531 -2.98076 -2.17256  -0.01
P1 2.13628 0.12201 -0.45944  1.08
C29 3.03106 1.35866 -1.49702  -0.33
C30 2.72481 1.43123 -2.85859  -0.09
C31 3.07298 2.55073 -3.69387  0.03
C32 3.69500 3.64061 -3.06183  -0.15
C33 4.11595 3.51241 -1.73018  0.00
C34 3.71409 2.48344 -0.92090  -0.07
C35 3.92897 4.88613 -3.76762  -0.49
F4 4.14951 4.73096 -5.12519  0.11
F5 4.96026 5.62080 -3.28656  0.13
F6 2.78165 5.71037 -3.60044  0.07
C36 3.12432 0.11645 1.05190  -0.35
C37 3.12257 1.33394 1.82109  -0.09
C38 3.84930 1.36232 3.04147  0.00
C39 4.45844 0.18187 3.48461  -0.13
C40 4.45775 -1.01127 2.77618  -0.01
C41 3.74401 -1.06002 1.61498  -0.07
C42 4.87395 0.27678 4.93533  -0.48
F7 5.33793 -0.95467 5.42941  0.08
F8 5.89981 1.21560 5.06452  0.09
F9 3.92775 0.69062 5.80292  0.14
H33 1.07351 -4.18214 -2.60003  0.11
H34 0.48921 -2.12547 -1.36517  0.10
H35 4.77062 -1.20948 -1.18488  0.11
H36 5.23222 -3.25913 -2.36108  0.13
H37 2.37172 0.54813 -3.37996  0.10
H38 3.03214 2.51747 -4.79765  0.13
H39 4.56035 4.38972 -1.26477  0.13
H40 4.19161 2.38601 0.03005  0.09
H41 2.71448 2.26636 1.47323  0.09
H42 3.91887 2.22652 3.74284  0.14
H43 4.90199 -1.92534 3.19539  0.14
H44 3.52054 -2.00885 1.10378  0.11

Cartesian forces, eV/Å:
0.793 -0.349 -0.822
-0.496 1.808 0.986
2.233 -1.134 0.794
-2.066 -0.619 -0.420
-1.218 0.447 -3.119
1.152 -1.001 0.588
-0.190 1.171 1.615
0.592 -0.904 1.437
-1.176 -0.248 -2.243
0.315 0.099 1.372
1.163 0.798 0.766
-0.199 -2.332 -0.143
0.065 1.198 -0.905
0.381 -1.290 1.972
-1.518 1.822 -3.213
2.184 2.229 -0.171
-0.676 -1.324 -0.531
-0.161 -0.524 -0.053
0.924 -1.169 0.626
-1.417 0.931 1.670
-0.114 0.424 0.292
0.939 -1.461 -2.692
-0.703 0.050 1.172
0.071 -2.603 -1.030
0.382 -0.294 0.537
-0.512 1.607 -0.010
2.118 -2.061 0.338
-0.520 -0.133 -0.448
-0.429 -0.226 -0.788
-0.011 -0.979 -0.186
1.330 0.849 0.696
0.516 -0.237 -0.393
-0.797 0.541 -0.166
0.032 0.012 0.223
-0.136 0.859 0.116
-0.241 -0.290 -0.246
0.251 0.662 0.171
0.062 0.624 -0.023
-0.246 -0.174 0.188
-0.270 -0.104 0.051
-0.022 0.201 -0.314
-0.318 1.052 -0.175
0.583 0.301 0.397
0.268 -0.021 -0.380
-0.221 -0.728 -0.934
-0.193 0.283 0.796
0.637 0.672 1.435
-1.168 -0.018 0.079
0.146 0.373 -0.595
0.056 -0.147 0.056
-0.012 -0.417 -0.557
0.077 -0.624 0.240
-0.124 -0.327 0.174
-0.086 -0.109 -0.165
0.143 0.476 -0.423
-0.753 -0.239 -0.496
-0.675 1.894 0.510
-0.630 -0.299 -0.037
-0.069 -0.022 1.288
-0.300 1.054 0.249
0.508 -0.033 0.731
-1.533 0.278 1.813
0.150 -2.861 -0.782
0.154 1.870 -0.616
0.572 1.108 -0.330
-2.210 1.808 1.429
2.289 -0.415 -0.766
-0.646 0.033 -0.621
0.125 -1.192 0.112
-1.142 -0.347 -1.190
0.586 -1.004 0.178
-0.043 0.288 -0.041
-0.274 1.629 0.228
0.899 0.720 -1.370
0.635 -0.608 1.265
-0.128 -2.284 0.444
-1.092 1.622 -0.058
0.413 -2.047 -1.446
-0.224 2.680 -1.474
-0.571 0.235 1.782
-0.691 -0.632 -0.345
1.581 -1.123 -0.612
0.459 0.388 2.126
1.762 -1.328 0.742
-0.543 -0.526 -0.476
-0.622 0.840 1.118
-0.034 -0.364 1.045
-1.515 0.949 -2.029
2.273 -0.602 1.106
-0.560 1.983 -0.816
-1.047 -1.378 -0.061
0.198 -0.379 -0.873
-0.220 -0.193 0.229
1.437 -0.106 -0.156
0.259 0.488 0.251
0.228 0.195 -0.053
-0.371 -0.017 0.156
-0.493 0.000 0.833
0.381 -0.305 -0.133
-0.259 0.192 0.549
-0.498 -0.082 -0.151
-0.337 -0.548 -1.022
-0.219 0.585 -0.139
0.624 0.450 0.268

## Properties
charge = +1
lowest unoccupied orbital energy (spin up / spin down) = -2.39 / -2.52 eV
<S²> = 8.765
spin multiplicity = 6

A 9-piece molecular cluster, C42H44N9O17 overall at a distorted geometry. Source: the OMol25 dataset; level of theory: ωB97M-V/def2-TZVPD.

Last column: Löwdin charge in e.
Element x y z (Å)
N1 5.12000 33.84400 41.86600  -0.57
O1 5.57900 32.78200 41.26700  -0.10
O2 5.68100 34.26100 42.87600  -0.07
O3 3.97600 34.24800 41.54500  -0.06
C1 3.55800 35.47500 46.61800  -0.10
C2 3.85600 35.74700 45.25500  -0.02
C3 2.64300 35.65300 44.26200  0.03
C4 1.25500 35.50400 44.75200  -0.08
C5 1.06100 35.37200 46.27000  0.02
C6 2.20600 35.32000 47.14800  -0.06
N2 0.03000 35.56600 43.84700  -0.42
O4 0.23700 36.22000 42.82900  0.05
O5 -0.88700 34.98500 44.12900  0.14
H1 4.26100 35.44700 47.42900  0.07
H2 4.92700 35.78500 44.67600  0.12
H3 2.82500 35.80200 43.19900  0.07
H4 0.05900 35.27400 46.57000  0.07
H5 2.03600 35.38900 48.20000  0.08
C7 6.00200 37.79200 43.26300  -0.10
C8 7.45200 37.23400 43.29100  0.02
C9 8.51700 37.79200 44.36300  0.06
C10 8.15300 39.11900 44.99500  -0.06
C11 6.72100 39.79400 44.68100  0.09
C12 5.64500 38.93300 43.98500  -0.07
N3 9.20000 40.00700 45.64200  -0.38
O6 9.05400 41.22200 45.78700  0.06
O7 10.10600 39.31000 46.06700  0.05
H6 5.28300 37.26000 42.66800  0.07
H7 7.54300 36.18400 42.75100  0.10
H8 9.36900 37.35100 44.50300  0.01
H9 6.50800 40.79800 44.99000  0.07
H10 4.66700 39.23100 44.09900  0.06
C13 7.48600 35.34300 39.50300  -0.03
C14 6.64800 34.67500 38.43800  0.06
C15 6.34100 35.52400 37.18700  0.03
C16 6.72000 36.90700 37.09900  -0.05
C17 7.63300 37.50000 38.20200  0.04
C18 8.01900 36.65800 39.38100  -0.06
N4 6.45900 37.73500 35.76100  -0.38
O8 6.99400 38.85000 35.65900  0.03
O9 5.78300 37.27200 34.96600  0.13
H11 7.55700 34.66400 40.32300  0.07
H12 6.48200 33.77500 38.48800  -0.02
H13 5.92600 35.01000 36.47900  0.02
H14 8.14500 38.44200 38.26300  0.08
H15 8.71100 36.86300 40.07100  0.04
C19 2.16700 32.41700 44.30600  -0.09
C20 0.87500 31.82900 45.01200  0.02
C21 1.10000 31.22500 46.28800  0.00
C22 2.49500 30.93800 46.76500  -0.10
C23 3.72200 31.35100 46.03100  0.07
C24 3.40600 32.13100 44.71500  -0.08
N5 2.84100 30.31200 48.05600  -0.39
O10 3.71300 29.44600 48.03600  0.06
O11 2.28300 30.82100 49.00800  0.08
H16 2.03100 32.93800 43.45700  0.04
H17 -0.20200 31.85100 44.50500  0.14
H18 0.38300 30.96100 46.76000  -0.02
H19 4.89800 31.09200 46.27800  0.15
H20 4.14300 32.73900 44.09400  0.10
C25 7.77900 29.23500 43.50700  -0.10
C26 6.86000 29.94100 42.60000  0.03
C27 5.39900 29.43100 42.38500  0.09
C28 4.89700 28.08800 42.99500  -0.10
C29 5.89300 27.45300 43.98600  0.09
C30 7.37300 28.06600 44.13200  -0.04
N6 3.69000 27.36600 42.73800  -0.28
O12 3.41500 26.13500 43.21700  -0.03
O13 2.68700 27.99400 42.27900  0.04
H21 8.66800 29.66800 43.65800  0.05
H22 6.88600 30.70900 42.00200  0.00
H23 4.75500 30.04500 41.85500  0.05
H24 5.70500 26.50300 44.37900  0.05
H25 8.14300 27.57100 44.80900  0.11
C31 3.98300 31.75100 37.33000  -0.07
C32 3.74000 32.91800 38.26500  0.04
C33 3.08900 34.22300 37.56200  0.07
C34 3.15000 34.41700 36.03000  -0.09
C35 3.67600 33.18000 35.10000  0.10
C36 3.86000 31.85300 35.91800  -0.07
N7 2.69800 35.64300 35.36800  -0.36
O14 2.77800 35.81500 34.07100  -0.01
O15 2.12700 36.42600 36.05200  0.08
H26 4.27300 30.86300 37.75500  0.06
H27 3.87800 32.98600 39.29500  0.02
H28 2.58500 35.01200 38.18100  0.09
H29 3.67500 33.28800 34.05800  0.05
H30 4.07900 31.02000 35.25800  0.07
C37 2.75100 38.80700 41.40700  -0.38
O16 2.46700 39.79000 42.04600  0.02
N8 3.76500 38.67200 40.57000  -0.18
C38 3.94900 37.43200 39.80300  -0.04
C39 4.77400 39.66100 40.25800  -0.04
H31 2.18000 37.95900 41.58300  0.10
H32 3.65600 36.55200 40.29600  0.04
H33 4.90700 37.26300 39.30100  0.06
H34 3.15800 37.46800 38.99200  0.11
H35 5.35300 39.65700 41.23500  0.10
H36 4.41400 40.67000 39.97200  0.09
H37 5.28400 39.35200 39.32900  0.08
C40 9.26500 33.35300 47.38800  -0.29
O17 10.43800 33.01700 46.98500  -0.07
N9 8.16700 33.40500 46.60700  -0.14
C41 6.88100 33.82700 47.24800  0.01
C42 8.04600 32.96100 45.18600  -0.02
H38 9.20000 33.75400 48.29500  0.08
H39 6.25400 34.36700 46.67600  0.04
H40 7.05600 34.20100 48.16000  0.06
H41 6.43300 32.99100 47.44200  0.03
H42 8.11100 33.88100 44.57900  0.09
H43 7.39600 32.07400 45.19100  0.09
H44 9.00300 32.55200 44.75100  0.09

Cartesian forces, eV/Å:
-1.309 -3.381 -0.390
-0.173 2.055 0.422
0.745 0.860 0.048
0.804 0.501 -0.276
-1.642 0.503 -0.839
-2.129 -1.710 -2.366
-0.741 0.704 3.246
3.722 0.332 3.440
3.397 -0.075 -3.137
-0.935 1.050 -3.961
8.836 3.793 -1.673
-0.571 -0.012 -0.102
-6.949 -3.935 2.100
0.843 0.124 -0.222
-2.817 -0.039 2.001
0.023 -0.219 0.240
-1.038 -0.040 0.750
0.042 -0.446 0.506
4.688 -0.341 1.095
-1.009 0.907 3.132
-9.769 4.594 -3.181
-4.255 0.469 -3.804
2.085 -5.623 -0.844
5.795 1.116 1.475
-1.203 -1.295 0.310
0.168 -1.815 -0.466
0.569 1.081 0.102
-0.169 -0.250 -0.139
0.251 2.426 1.311
4.813 -2.394 0.783
0.014 0.150 0.384
-2.092 0.865 -0.231
-2.823 -1.074 -3.820
4.088 15.113 -1.359
3.679 2.259 7.153
2.562 -0.014 2.566
-0.888 -3.981 0.666
-4.803 -1.675 -5.614
3.639 2.504 4.875
-0.173 -1.174 0.786
-3.266 -2.776 -3.495
0.812 0.066 0.889
-2.216 -9.269 0.466
-2.660 -2.366 -4.408
-0.453 0.550 -0.961
2.435 1.830 2.432
-4.571 -3.924 3.882
2.563 0.270 0.119
10.596 3.708 -7.609
2.484 1.770 -3.319
-2.036 0.312 -1.785
2.370 -0.138 2.692
-0.071 0.382 -1.168
-1.028 0.742 0.741
0.227 -0.842 0.592
-0.486 1.772 -2.811
2.647 0.259 1.385
-8.759 -3.604 6.234
-3.669 0.634 -0.304
-0.151 -1.438 1.254
-5.843 -0.336 -2.558
-5.277 -7.666 3.772
3.669 -3.627 3.357
6.469 1.307 2.210
2.229 4.533 -3.996
-3.280 -1.515 0.429
-6.102 -2.191 1.696
2.741 4.594 -1.871
3.441 -0.939 0.358
3.453 1.163 0.598
1.486 4.691 -2.576
-1.108 0.925 -1.215
-0.410 -1.112 0.719
-1.538 0.414 -0.864
-1.325 5.757 0.398
-2.446 1.608 -7.734
1.861 -2.386 -2.047
2.163 -5.568 0.910
-2.006 0.169 8.425
0.236 4.425 -2.134
-0.251 -0.399 -4.125
0.463 -1.385 4.170
-0.454 1.240 1.222
0.620 -2.035 0.878
0.167 -0.335 1.698
0.909 -0.822 -0.671
0.079 -0.041 -1.201
-0.020 -0.179 0.390
0.562 0.953 0.448
0.094 1.735 0.557
1.299 -1.278 -1.961
-2.284 0.606 -2.081
0.217 0.756 1.018
-1.145 -2.358 -0.151
0.006 -1.115 1.386
-0.020 0.502 0.603
1.017 -0.045 0.207
0.314 0.766 -1.701
-0.279 -0.480 0.796
0.307 -0.158 0.937
4.168 -1.880 -6.289
-3.501 0.495 1.028
-0.453 0.369 0.187
4.531 -0.268 -2.286
3.015 -0.100 0.755
-0.859 1.510 4.157
-1.578 2.309 -2.216
0.879 2.097 3.174
-3.190 -5.101 1.034
-1.982 -0.546 -0.156
-0.729 1.120 -0.891
-0.358 -0.024 1.413

## Properties
charge = -1
lowest unoccupied orbital energy = 0.07 eV